No. 1
ORCA calculation (ωB97M-V with the def2-TZVPD basis set) on C4H8O in the gas phase.

Summary:
Gap between HOMO and LUMO in eV: 10.44
Maximum force in eV/Å: 0.36
SMILES: C[C@H]1C[C@H]1O
HOMO energy in eV: -9.44

Structure (ORCA input):
```
! wB97M-V def2-TZVPD RIJCOSX def2/J DEFGRID3
* xyz 0 1
C -1.495 -0.039 -0.040
C -0.155 0.657 -0.132
C 0.895 0.359 0.918
C 1.110 -0.061 -0.507
O 1.155 -1.403 -0.889
H -2.146 0.503 0.654
H -1.406 -1.060 0.352
H -2.006 -0.088 -1.008
H -0.221 1.688 -0.477
H 1.490 1.167 1.335
H 0.647 -0.431 1.623
H 1.845 0.505 -1.075
H 0.286 -1.796 -0.753
*
```

No. 2
ORCA calculation (ωB97M-V with the def2-TZVPD basis set) on C4H8O in the gas phase in a non-equilibrium geometry.

Summary:
Gap between HOMO and LUMO in eV: 10.48
Maximum force in eV/Å: 2.29
SMILES: CC(C)C=O
HOMO energy in eV: -9.42

Structure (ORCA input):
```
! wB97M-V def2-TZVPD RIJCOSX def2/J DEFGRID3
* xyz 0 1
C -1.447 0.198 0.273
C -0.085 0.123 -0.457
C 0.629 -1.162 -0.137
C 1.083 1.299 0.076
O 2.018 0.702 0.550
H -2.270 -0.494 -0.006
H -1.283 0.055 1.346
H -1.808 1.207 0.100
H -0.229 0.116 -1.558
H 1.560 -1.357 -0.686
H -0.205 -1.722 -0.581
H 0.752 -1.393 0.932
H 1.285 2.428 0.147
*
```

No. 3
ORCA calculation (ωB97M-V with the def2-TZVPD basis set) on C4H8O in the gas phase in a non-equilibrium geometry.

Summary:
Gap between HOMO and LUMO in eV: 10.29
Maximum force in eV/Å: 1.80
SMILES: C/C=C/CO
HOMO energy in eV: -9.20

Structure (ORCA input):
```
! wB97M-V def2-TZVPD RIJCOSX def2/J DEFGRID3
* xyz 0 1
C 0.375 1.964 0.952
C -0.263 0.716 0.504
C 0.222 -0.291 -0.238
C -0.600 -1.413 -0.793
O 0.090 -2.642 -0.950
H 0.628 1.956 2.009
H -0.271 2.839 0.770
H 1.304 2.190 0.399
H -1.311 0.556 0.768
H 1.263 -0.639 -0.253
H -1.429 -1.684 -0.121
H -0.986 -1.068 -1.758
H 0.978 -2.484 -1.290
*
```